Entry 1:
Density functional theory data (the ωB97M-V functional and the def2-TZVPD basis) for 2 unconnected molecules or ions with the total composition C2H9N2O in a non-equilibrium geometry.

Results
* ΔE to the lowest compared entry with this formula, charge and spin: 0.741 eV
* F_max: 2.26 eV/Å
* total charge: -1
* total energy: -266.3173 a.u.
* LUMO energy: 4.5 eV
* spin multiplicity: 1
* HOMO: -2.7 eV

Last column: natural (NBO) charge in e.
Cartesian coordinates (Å):
C -0.5478 -0.5145 2.3520  -0.201
O -0.0414 -1.0663 1.2187  -0.999
H 0.2309 0.1595 2.7625  0.083
H -1.4237 0.2367 2.2790  0.067
H -0.7830 -1.0572 3.3013  0.087
N -0.0589 1.3728 -0.9425  -0.888
C 0.0467 0.2500 -1.9471  -0.055
N 0.7646 -0.8972 -1.4907  -0.881
H -0.3797 0.8637 -0.1011  0.397
H 0.8634 1.7612 -0.7905  0.326
H -1.0153 -0.0068 -2.0210  0.160
H 0.3441 0.5977 -2.9303  0.146
H 1.6511 -0.5449 -1.1093  0.326
H 0.3490 -1.1548 -0.5810  0.431

Entry 2:
Density functional theory data (the ωB97M-V functional and the def2-TZVPD basis) for a single C4H10N2OS molecule in a non-equilibrium geometry.

Results
* ΔE to the lowest compared entry with this formula, charge and spin: 1.935 eV
* F_max: 5.30 eV/Å
* structure (SMILES): CNC(=O)[C@@H](N)CS
* total energy: -741.3069 a.u.
* LUMO energy: 0.8 eV
* spin multiplicity: 1
* HOMO: -9.0 eV

Last column: natural (NBO) charge in e.
Cartesian coordinates (Å):
N 0.2385 -0.6424 1.2376  -0.836
C 0.3325 -0.5398 -0.1933  -0.160
C -0.3040 -1.6745 -1.0540  -0.493
S 0.8877 -3.1621 -1.4023  -0.119
C -0.5113 0.7058 -0.7222  0.672
N -0.4054 1.8802 0.0652  -0.622
C 0.1398 2.0861 1.4365  -0.404
O -1.0758 0.8845 -1.8051  -0.618
H -0.5881 -0.6653 1.6413  0.360
H 0.8523 -1.2609 1.6861  0.376
H 1.3769 -0.3160 -0.5010  0.233
H -1.1396 -2.1292 -0.4484  0.215
H -0.7672 -1.3562 -2.0234  0.268
H 0.9651 -3.0050 -2.7520  0.137
H -0.9848 2.6012 -0.2701  0.389
H 0.5580 3.1365 1.3152  0.188
H 0.9191 1.3881 1.5446  0.228
H -0.4937 2.0692 2.2453  0.184

Among the records above, which one has the highest F_max? C4H10N2OS

What is the formula in the second record? C4H10N2OS

Which formula does entry 2 have? C4H10N2OS